The following is a DFT calculation (wB97M-V/def2-TZVPD) of a molecular structure, C20H15N5OPd.

Computed properties:
E_LUMO: -1.11 eV
energy relative to the best compared isomer or geometry (same formula, charge and spin): 0.0 kcal/mol

Geometry as ORCA input:
```
! wB97M-V def2-TZVPD RIJCOSX def2/J DEFGRID3
* xyz 0 1
Pd 0.019 -1.196 -0.210
C 4.172 -2.460 -0.064
C 4.952 -1.293 -0.130
C 4.307 -0.095 -0.127
C 2.884 -0.016 -0.084
N 2.136 -1.175 -0.016
C 2.808 -2.342 -0.002
N 2.411 1.218 -0.105
C 1.154 1.609 -0.115
N 0.036 0.826 -0.177
C -1.077 1.617 -0.150
N -2.337 1.240 -0.143
C -2.827 0.014 -0.171
C -4.245 -0.049 -0.048
C -4.909 -1.236 -0.085
C -4.154 -2.401 -0.308
C -2.794 -2.298 -0.438
N -2.099 -1.149 -0.327
C -0.666 2.995 -0.111
C -1.371 4.192 -0.108
C -0.650 5.368 -0.109
C 0.749 5.361 -0.110
C 1.463 4.181 -0.102
C 0.749 2.989 -0.102
H 4.621 -3.440 -0.044
H 6.029 -1.353 -0.165
H 4.825 0.849 -0.160
H 2.228 -3.254 0.076
H -4.741 0.898 0.080
H -5.980 -1.286 0.036
H -4.626 -3.367 -0.370
H -2.241 -3.202 -0.663
H -2.449 4.188 -0.102
H -1.170 6.315 -0.116
H 1.274 6.305 -0.123
H 2.541 4.173 -0.105
C -0.230 -3.869 1.284
C -0.029 -3.132 -0.012
O 0.099 -3.620 -1.108
H -0.207 -4.949 1.127
H -1.195 -3.580 1.705
H 0.542 -3.576 1.998
*
```

Atomic partial charges in e from the Mulliken method, atoms 1 to 2: atom 1 (Pd): 0.8694, atom 2 (C): -0.9093

***

The following is a DFT calculation (wB97M-V/def2-TZVPD) of a molecular structure, C20H16BCuN9O.

Computed properties:
E_LUMO: -4.24 eV

Geometry as ORCA input:
```
! wB97M-V def2-TZVPD RIJCOSX def2/J DEFGRID3
* xyz 1 1
Cu -1.031 -0.167 1.510
C -3.401 -1.728 -1.584
C -3.031 -1.754 -0.237
N -1.920 -1.049 -0.039
N -1.560 -0.547 -1.254
C -2.436 -0.957 -2.194
B -0.301 0.331 -1.430
N -0.339 1.622 -0.594
C -0.021 2.879 -0.963
C -0.029 3.680 0.155
C -0.351 2.817 1.203
N -0.527 1.578 0.756
N 0.904 -0.535 -0.846
C 0.958 -1.804 -0.681
C 2.198 -2.138 0.047
C 2.847 -0.798 0.038
N 2.091 0.114 -0.443
N -0.026 0.593 -2.885
C -0.675 1.407 -3.761
C -0.072 1.271 -4.980
C 0.963 0.339 -4.755
N 0.986 -0.075 -3.502
H -4.244 -2.213 -2.044
H -3.510 -2.257 0.589
H -2.306 -0.692 -3.230
H 0.208 3.120 -1.988
H 0.173 4.736 0.209
H -0.464 3.035 2.255
H 0.143 -2.463 -0.946
H 2.779 -2.973 -0.341
H 3.835 -0.554 0.402
H -1.520 2.007 -3.457
H -0.329 1.764 -5.903
H 1.684 -0.048 -5.458
N -0.804 2.327 5.559
C -0.377 1.486 4.903
C 0.149 0.429 4.079
C 1.490 0.411 3.748
C 1.973 -0.570 2.884
C 1.141 -1.563 2.409
C -0.221 -1.602 2.794
C -0.725 -0.566 3.591
H 2.150 1.175 4.136
H 3.021 -0.559 2.609
H -0.809 -2.488 2.586
H -1.742 -0.607 3.964
O 1.470 -3.793 1.632
C 1.608 -2.624 1.458
*
```

Atomic partial charges in e from the Mulliken method, atoms 1 to 2: atom 1 (Cu): -0.7001, atom 2 (C): -1.0912

***

The following is a DFT calculation (wB97M-V/def2-TZVPD) of a molecular structure, C20H16BF10N7O4S3Ti.

Computed properties:
E_LUMO: -8.01 eV
energy relative to the best compared isomer or geometry (same formula, charge and spin): 0.0 kcal/mol

Geometry as ORCA input:
```
! wB97M-V def2-TZVPD RIJCOSX def2/J DEFGRID3
* xyz 2 1
Ti 1.297 0.513 -0.765
F 6.337 0.039 -2.266
C 5.296 0.723 -1.889
F 4.357 0.701 -2.846
F 5.630 1.953 -1.603
S 4.444 -0.048 -0.406
O 3.156 0.717 -0.384
O 5.182 0.038 0.794
N 4.176 -1.504 -0.934
S 2.809 -2.227 -0.859
O 2.801 -3.540 -0.349
O 1.748 -1.334 -0.299
C 2.213 -2.235 -2.621
F 1.999 -0.912 -2.889
F 3.031 -2.736 -3.489
F 1.041 -2.857 -2.662
S -2.828 3.955 4.572
N -1.554 2.991 4.700
C -1.188 2.659 3.477
C -0.097 1.788 3.126
C 0.783 1.208 4.047
C 1.780 0.380 3.580
C 1.888 0.138 2.218
N 1.068 0.690 1.319
C 0.094 1.519 1.767
C -0.716 2.148 0.752
N -0.369 1.875 -0.521
C -1.036 2.460 -1.509
C -2.095 3.332 -1.273
C -2.474 3.608 0.022
C -1.766 3.012 1.073
C -2.019 3.244 2.473
N -2.980 3.994 2.976
H 0.668 1.426 5.101
H 2.484 -0.087 4.254
H 2.655 -0.523 1.850
H -0.713 2.235 -2.516
H -2.601 3.790 -2.110
H -3.297 4.274 0.248
F 3.496 3.892 -1.608
B 2.269 3.801 -1.189
F 1.258 4.403 -1.772
F 2.006 3.098 -0.062
F 1.536 1.484 -2.176
N -0.390 -0.486 -1.310
C -1.251 -1.273 -1.227
N -2.224 -2.093 -1.135
C -2.208 -3.458 -1.708
C -2.500 -4.481 -0.616
C -3.800 -4.136 0.113
C -3.710 -2.730 0.708
C -3.452 -1.712 -0.396
H -1.244 -3.637 -2.179
H -2.984 -3.494 -2.476
H -1.670 -4.503 0.095
H -2.567 -5.466 -1.077
H -3.990 -4.865 0.899
H -4.637 -4.182 -0.589
H -2.898 -2.690 1.439
H -4.635 -2.465 1.222
H -3.328 -0.704 -0.002
H -4.280 -1.709 -1.108
*
```

Atomic partial charges in e from the Mulliken method, atoms 1 to 2: atom 1 (Ti): -0.1169, atom 2 (F): -0.1662

***

The following is a DFT calculation (wB97M-V/def2-TZVPD) of a molecular structure, C20H16BrF3NO6S4.

Computed properties:
E_LUMO: 2.26 eV
energy relative to the best compared isomer or geometry (same formula, charge and spin): 17.7 kcal/mol

Geometry as ORCA input:
```
! wB97M-V def2-TZVPD RIJCOSX def2/J DEFGRID3
* xyz -1 1
F 2.209 -4.016 0.891
C 1.030 -3.328 0.924
F 0.030 -4.233 0.923
F 0.973 -2.601 2.066
S 0.959 -2.357 -0.584
N 0.596 -0.613 -0.619
S -0.793 -0.537 -1.744
C -1.927 -1.503 -0.761
C -2.896 -2.291 -1.395
C -3.703 -3.131 -0.619
C -3.532 -3.208 0.772
C -2.530 -2.450 1.378
C -1.760 -1.594 0.607
O -1.053 0.880 -1.725
O -0.553 -1.259 -2.965
S 2.104 0.152 -1.277
C 3.437 -0.771 -0.517
C 3.540 -0.855 0.874
C 4.529 -1.662 1.437
C 5.455 -2.313 0.617
C 5.390 -2.167 -0.773
C 4.383 -1.392 -1.344
O 2.133 -0.130 -2.694
O 2.066 1.504 -0.786
H -2.969 -2.246 -2.485
H -4.455 -3.755 -1.106
H -4.175 -3.835 1.391
H -2.324 -2.496 2.450
H -1.015 -0.964 1.083
H 2.826 -0.318 1.497
H 4.564 -1.792 2.520
H 6.236 -2.930 1.065
H 6.111 -2.676 -1.418
H 4.276 -1.293 -2.423
Br 0.964 2.756 1.694
C -0.178 1.432 1.016
S -1.852 1.937 1.184
C -2.193 3.125 -0.131
C -1.699 4.420 -0.031
C -1.754 5.271 -1.137
C -2.312 4.819 -2.336
C -2.914 3.565 -2.399
C -2.885 2.729 -1.282
O -2.755 0.842 0.872
O -2.060 2.637 2.427
H 0.072 0.425 1.336
H -1.244 4.744 0.904
H -1.343 6.280 -1.061
H -2.272 5.449 -3.223
H -3.388 3.215 -3.323
H -3.405 1.775 -1.309
*
```

Atomic partial charges in e from the Mulliken method, atoms 1 to 2: atom 1 (F): -0.2282, atom 2 (C): 0.8507

***

The following is a DFT calculation (wB97M-V/def2-TZVPD) of a molecular structure, C20H16BrN3O4PdSe.

Computed properties:
E_LUMO: 3.93 eV
energy relative to the best compared isomer or geometry (same formula, charge and spin): 33.1 kcal/mol

Geometry as ORCA input:
```
! wB97M-V def2-TZVPD RIJCOSX def2/J DEFGRID3
* xyz -2 1
Pd -0.294 -0.351 -0.261
C -3.939 1.650 0.652
C -2.838 0.606 0.668
O -1.926 0.803 -0.197
C -2.952 -0.435 1.578
C -2.036 -1.511 1.768
C -2.476 -2.691 2.590
N -0.847 -1.498 1.258
N -0.043 -2.636 1.444
C 0.965 -2.588 0.628
O 1.230 -1.666 -0.229
C 1.945 -3.726 0.695
C 1.660 -4.889 1.404
C 2.560 -5.945 1.411
C 3.758 -5.846 0.714
C 4.051 -4.683 0.016
C 3.146 -3.628 0.004
H -3.600 2.508 0.075
H -4.189 1.971 1.664
H -4.841 1.245 0.187
H -3.846 -0.450 2.187
H -3.482 -2.528 2.974
H -1.786 -2.869 3.415
H -2.462 -3.591 1.972
H 0.724 -4.944 1.944
H 2.324 -6.849 1.961
H 4.457 -6.675 0.709
H 4.987 -4.592 -0.521
H 3.347 -2.714 -0.539
Br 1.428 1.619 -7.333
C 0.208 0.425 -6.482
C -0.642 -0.331 -7.272
C -1.527 -1.201 -6.651
C -1.546 -1.311 -5.266
C -0.690 -0.544 -4.491
C 0.194 0.339 -5.100
C -0.722 -0.671 -2.955
O -0.006 0.198 -2.361
O -1.412 -1.562 -2.464
H -0.607 -0.242 -8.350
H -2.205 -1.793 -7.255
H -2.213 -1.990 -4.751
H 0.844 0.936 -4.475
Se 0.884 2.115 1.138
C 1.985 1.978 2.607
N 2.680 1.901 3.537
*
```

Atomic partial charges in e from the Mulliken method, atoms 1 to 2: atom 1 (Pd): 0.5904, atom 2 (C): -1.5313

***

The following is a DFT calculation (wB97M-V/def2-TZVPD) of a molecular structure, C20H16CoN4Se2.

Computed properties:
E_LUMO (alpha / beta): -11.50 / -13.71 eV

Geometry as ORCA input:
```
! wB97M-V def2-TZVPD RIJCOSX def2/J DEFGRID3
* xyz 3 5
Co 0.428 0.483 -0.023
Se 2.161 3.192 0.346
Se 2.914 1.669 -1.472
C 3.242 0.277 -0.097
C 4.421 -0.431 -0.045
C 4.450 -1.592 0.697
C 3.425 -1.851 1.614
C 2.342 -0.985 1.589
N 2.139 -0.090 0.592
C 0.442 3.338 -0.405
C -0.247 4.532 -0.220
C -1.585 4.614 -0.607
C -2.151 3.542 -1.273
C -1.429 2.392 -1.455
N -0.199 2.143 -0.814
H 5.268 -0.114 -0.678
H 5.159 -2.398 0.495
H 3.316 -2.769 2.142
H 1.520 -1.073 2.279
H 0.260 5.367 0.268
H -2.165 5.485 -0.284
H -3.167 3.587 -1.635
H -1.789 1.561 -2.064
C -3.452 0.714 1.787
C -3.978 -0.564 1.464
C -3.155 -1.507 0.849
C -1.821 -1.131 0.556
N -1.345 0.135 0.839
C -2.142 1.016 1.467
C -0.935 -1.916 -0.282
C -1.057 -3.306 -0.474
C -0.060 -3.999 -1.184
C 1.011 -3.294 -1.738
C 1.000 -1.911 -1.677
N 0.100 -1.246 -0.880
H -4.101 1.503 2.151
H -5.041 -0.865 1.648
H -3.487 -2.488 0.648
H -1.792 2.044 1.605
H -1.882 -3.845 -0.028
H -0.120 -5.093 -1.298
H 1.784 -3.818 -2.212
H 1.721 -1.308 -2.189
*
```

Atomic partial charges in e from the Mulliken method, atoms 1 to 2: atom 1 (Co): -0.3417, atom 2 (Se): 0.3120

***

The following is a DFT calculation (wB97M-V/def2-TZVPD) of a molecular structure, C20H16N10Sn.

Computed properties:
E_LUMO: -13.55 eV
energy relative to the best compared isomer or geometry (same formula, charge and spin): 95.4 kcal/mol

Geometry as ORCA input:
```
! wB97M-V def2-TZVPD RIJCOSX def2/J DEFGRID3
* xyz 4 1
Sn -0.211 2.581 0.603
N 0.948 -4.860 2.209
C 1.392 -3.781 1.578
N 0.577 -2.907 1.000
C -0.705 -3.168 1.092
N -1.636 -2.258 0.428
N -1.305 -1.659 -0.546
C -1.370 -1.244 -1.740
C -1.181 0.063 -2.388
C -1.582 0.032 -3.719
C -1.514 1.186 -4.497
C -1.020 2.326 -3.910
C -0.644 2.265 -2.567
N -0.711 1.189 -1.790
C -1.305 -4.230 1.769
C -2.699 -4.475 1.892
C -3.117 -5.565 2.594
C -2.180 -6.454 3.188
C -0.826 -6.261 3.076
C -0.384 -5.148 2.366
H 1.630 -5.506 2.604
H 2.462 -3.628 1.537
H -1.636 -2.058 -2.417
H -1.969 -0.882 -4.152
H -1.839 1.176 -5.530
H -0.918 3.251 -4.461
H -0.249 3.174 -2.112
H -3.414 -3.797 1.447
H -4.174 -5.763 2.709
H -2.548 -7.303 3.751
H -0.122 -6.951 3.527
N 0.637 6.746 1.666
C -0.238 5.765 1.772
N 0.275 4.689 1.156
C 1.489 5.132 0.690
N 1.741 6.370 0.982
C 2.345 4.221 -0.064
C 3.583 4.562 -0.597
N 4.298 3.681 -1.285
C 3.798 2.459 -1.452
C 2.566 2.095 -0.934
N 1.841 2.984 -0.234
H 0.565 7.695 2.023
H -1.186 5.837 2.284
H 3.985 5.560 -0.464
H 4.395 1.753 -2.016
H 2.155 1.104 -1.070
*
```

Atomic partial charges in e from the Mulliken method, atoms 1 to 2: atom 1 (Sn): 1.1339, atom 2 (N): 0.0509

***

The following is a DFT calculation (wB97M-V/def2-TZVPD) of a single C20H16N4 molecule.

Computed properties:
E_LUMO: -1.24 eV
energy relative to the best compared isomer or geometry (same formula, charge and spin): 78.5 kcal/mol

Geometry as ORCA input:
```
! wB97M-V def2-TZVPD RIJCOSX def2/J DEFGRID3
* xyz 0 1
C -1.343 -1.061 -1.422
C -0.005 -1.532 -1.212
C 0.332 -2.972 -1.546
C -0.663 -3.968 -1.737
N -1.572 -4.712 -1.874
C 1.693 -3.114 -1.757
N 2.058 -4.422 -2.175
N 2.657 -2.177 -1.774
C 2.409 -0.876 -1.206
C 3.269 0.254 -1.081
C 4.671 0.153 -1.423
N 5.794 0.081 -1.768
C 2.635 1.332 -0.658
C 3.125 2.739 -0.407
C 1.270 0.911 -0.312
C 0.342 1.671 0.384
C -1.028 1.542 0.993
C -1.446 0.329 1.666
C -2.668 0.269 2.320
C -3.468 1.470 2.337
C -4.851 1.199 3.117
C -3.065 2.603 1.776
C -1.826 2.729 1.097
C 1.121 -0.498 -0.776
H -2.275 -1.622 -1.591
H -1.524 0.032 -1.437
H 1.499 -5.073 -1.665
H 3.040 -4.645 -2.246
H 3.486 -2.247 -2.335
H 2.999 3.508 -1.341
H 2.731 3.260 0.405
H 4.238 2.653 -0.216
H 0.749 2.668 0.619
H -0.804 -0.489 1.650
H -2.976 -0.483 3.015
H -4.670 1.633 4.111
H -5.038 0.139 3.327
H -5.734 1.651 2.773
H -3.746 3.484 1.728
H -1.421 3.583 0.643
*
```

Atomic partial charges in e from the Mulliken method, atoms 1 to 2: atom 1 (C): -1.5228, atom 2 (C): 1.2128

***

Electronic energy across the listed records, respectively: -1248.0767; -3004.9708; -4523.3487; -5744.1658; -6340.3905; -7175.3569; -1532.0786; -990.6069 a.u..